1.
{
  "formula": "C15H27BrN2O6P",
  "method": "ωB97M-V/def2-TZVPD",
  "energy_ev": -110584.4716,
  "smiles": "COCCCCCCCCCc1cn(CC(=O)O)c(P(=O)(O)O)[n+]1Br",
  "e_homo_ev": -11.85,
  "orbital_gap_ev": 7.971,
  "total_charge": 1,
  "lumo_energy_ha": -0.143,
  "species": ["C", "O", "C", "C", "C", "C", "C", "C", "C", "C", "C", "C", "C", "N", "C", "C", "O", "O", "C", "P", "O", "O", "O", "N", "Br", "H", "H", "H", "H", "H", "H", "H", "H", "H", "H", "H", "H", "H", "H", "H", "H", "H", "H", "H", "H", "H", "H", "H", "H", "H", "H", "H"],
  "coordinates": [[0.98, -3.37, 1.21], [2.27, -2.84, 1.45], [2.38, -1.49, 1.05], [3.85, -1.07, 1.09], [4.39, -0.46, -0.21], [3.50, 0.62, -0.84], [2.90, 1.59, 0.17], [2.48, 2.93, -0.45], [1.27, 3.51, 0.30], [-0.05, 2.94, -0.28], [-0.95, 2.34, 0.81], [-1.89, 1.32, 0.29], [-1.95, 0.72, -0.94], [-2.99, -0.18, -0.92], [-3.27, -0.98, -2.12], [-2.12, -1.95, -2.31], [-1.78, -2.66, -1.43], [-1.57, -1.90, -3.51], [-3.58, -0.17, 0.28], [-4.97, -1.15, 0.91], [-5.97, -0.29, 1.51], [-5.54, -2.06, -0.26], [-4.25, -2.13, 1.92], [-2.92, 0.76, 1.00], [-3.33, 1.23, 2.74], [0.78, -4.17, 1.91], [0.92, -3.75, 0.19], [0.22, -2.60, 1.33], [1.96, -1.39, 0.04], [1.80, -0.89, 1.76], [4.05, -0.42, 1.94], [4.41, -1.98, 1.28], [4.55, -1.27, -0.92], [5.36, -0.02, 0.01], [4.10, 1.16, -1.57], [2.72, 0.12, -1.41], [3.64, 1.79, 0.95], [2.01, 1.13, 0.60], [2.25, 2.78, -1.50], [3.29, 3.65, -0.41], [1.36, 3.27, 1.35], [1.27, 4.59, 0.16], [0.22, 2.21, -1.03], [-0.59, 3.73, -0.79], [-1.51, 3.16, 1.27], [-0.33, 1.91, 1.60], [-1.34, 0.86, -1.80], [-3.33, -0.29, -2.96], [-4.23, -1.49, -2.07], [-0.67, -2.25, -3.43], [-4.87, -2.69, -0.56], [-4.91, -2.41, 2.58]],
  "mulliken_charge": [-0.66, -0.47, -0.28, -0.64, -0.98, -0.63, 0.30, -1.29, -1.14, -0.64, -0.71, 0.17, -0.23, 0.20, -1.02, 0.76, -0.49, -0.47, 0.15, 0.72, -0.59, -0.56, -0.44, -0.09, 0.19, 0.34, 0.26, 0.21, 0.32, 0.24, 0.32, 0.43, 0.34, 0.34, 0.43, 0.24, 0.46, -0.27, 0.48, 0.49, 0.46, 0.47, 0.13, 0.55, 0.52, 0.46, 0.58, 0.35, 0.57, 0.39, 0.37, 0.35]
}

2.
{
  "formula": "C3H7NO3",
  "method": "ωB97M-V/def2-TZVPD",
  "energy_ev": -10851.8810,
  "e_homo_ev": -7.65,
  "orbital_gap_ev": 8.541,
  "de_lowest_kj_mol": 625.9,
  "lumo_energy_ha": 0.033,
  "species": ["C", "N", "C", "C", "O", "O", "O", "H", "H", "H", "H", "H", "H", "H"],
  "coordinates": [[-0.29, 1.14, 1.21], [-0.45, 0.36, -0.01], [0.15, -1.49, -0.04], [0.63, -0.30, -0.65], [-1.43, 1.02, -0.85], [-0.76, -2.28, -0.60], [1.92, 0.13, -0.28], [-1.00, 0.96, -1.72], [-1.00, -1.85, -1.44], [2.44, 0.20, -1.09], [0.52, -1.92, 0.90], [0.09, 2.14, 0.97], [0.43, 0.65, 1.87], [-1.24, 1.23, 1.73]],
  "mulliken_charge": [-0.89, 0.23, -0.03, -0.39, -0.46, -0.40, -0.45, 0.38, 0.43, 0.37, 0.31, 0.28, 0.34, 0.29]
}

3.
{
  "formula": "C2H5ClFN",
  "method": "ωB97M-V/def2-TZVPD",
  "energy_ev": -18884.7654,
  "smiles": "NC[C@@H](F)Cl",
  "e_homo_ev": -10.07,
  "orbital_gap_ev": 11.022,
  "de_lowest_kj_mol": 20.1,
  "lumo_energy_ha": 0.035,
  "species": ["N", "C", "C", "F", "Cl", "H", "H", "H", "H", "H"],
  "coordinates": [[1.53, -0.13, -0.10], [0.08, -0.49, -0.40], [-0.89, 0.35, 0.25], [-0.81, 1.63, -0.26], [-2.51, -0.19, -0.10], [1.92, -0.55, 0.74], [1.47, 0.86, 0.05], [0.02, -0.38, -1.43], [-0.14, -1.52, -0.07], [-0.68, 0.40, 1.31]],
  "mulliken_charge": [-0.60, -0.64, 0.21, -0.25, -0.17, 0.25, 0.24, 0.33, 0.37, 0.28]
}

4.
{
  "formula": "C15H17N6O2PdS2",
  "method": "ωB97M-V/def2-TZVPD",
  "energy_ev": -54009.8948,
  "e_homo_ev": -11.59,
  "orbital_gap_ev": 7.583,
  "total_charge": 1,
  "lumo_energy_ha": -0.147,
  "species": ["Pd", "C", "C", "N", "N", "C", "S", "N", "N", "H", "H", "H", "H", "H", "H", "C", "C", "C", "C", "C", "C", "C", "S", "O", "O", "N", "C", "C", "C", "C", "C", "N", "H", "H", "H", "H", "H", "H", "H", "H", "H", "H", "H"],
  "coordinates": [[-0.17, 0.03, 0.14], [0.66, 5.01, 0.12], [1.59, 3.86, 0.02], [2.88, 3.90, -0.09], [3.26, 2.57, -0.11], [2.24, 1.72, -0.02], [2.19, 0.01, 0.03], [1.16, 2.55, 0.07], [-0.16, 2.05, 0.17], [1.22, 5.93, -0.06], [0.21, 5.06, 1.11], [-0.14, 4.94, -0.62], [4.23, 2.33, -0.21], [-0.67, 2.17, -0.71], [-0.66, 2.53, 0.93], [-4.66, 4.26, 4.28], [-4.21, 3.29, 3.22], [-2.88, 2.87, 3.13], [-2.48, 1.95, 2.18], [-3.41, 1.44, 1.28], [-4.74, 1.84, 1.35], [-5.13, 2.76, 2.31], [-3.04, 0.26, 0.04], [-4.28, -0.23, -0.48], [-2.13, 0.85, -0.96], [-2.09, -0.78, 0.83], [-1.79, -1.98, 0.17], [-2.66, -3.01, -0.11], [-2.13, -4.12, -0.74], [-0.77, -4.15, -1.06], [0.02, -3.07, -0.76], [-0.49, -1.99, -0.14], [-3.82, 4.60, 4.88], [-5.39, 3.79, 4.94], [-5.13, 5.13, 3.83], [-2.16, 3.24, 3.85], [-1.44, 1.60, 2.18], [-5.46, 1.43, 0.66], [-6.16, 3.07, 2.36], [-3.71, -2.93, 0.14], [-2.76, -4.96, -0.99], [-0.33, -5.01, -1.54], [1.07, -3.04, -0.99]],
  "mulliken_charge": [0.42, -1.24, 0.85, -0.69, 0.21, 0.39, -0.37, 0.12, -0.70, 0.36, 0.32, 0.34, 0.21, 0.53, 0.25, -1.42, 0.84, -1.12, -0.32, -0.16, -0.61, -0.73, 1.97, -0.69, -0.74, -0.83, 0.42, -0.38, -0.29, -0.71, -0.14, -0.08, 0.35, 0.34, 0.35, 0.34, 1.02, 0.52, 0.43, 0.44, 0.43, 0.40, 0.37]
}

5.
{
  "formula": "C17H36ClO5S",
  "method": "ωB97M-V/def2-TZVPD",
  "energy_ev": -51800.2213,
  "e_homo_ev": -11.19,
  "orbital_gap_ev": 8.671,
  "total_charge": 1,
  "lumo_energy_ha": -0.093,
  "species": ["C", "C", "O", "C", "C", "O", "C", "S", "C", "C", "C", "Cl", "H", "H", "H", "H", "H", "H", "H", "H", "H", "H", "H", "H", "H", "H", "H", "H", "H", "H", "C", "C", "O", "C", "H", "H", "H", "H", "H", "H", "C", "C", "O", "C", "H", "H", "H", "H", "H", "H", "C", "C", "O", "C", "H", "H", "H", "H", "H", "H"],
  "coordinates": [[-3.82, -2.70, 1.32], [-2.41, -2.33, 0.91], [-1.54, -2.07, 2.00], [-1.90, -0.99, 2.83], [-1.71, 0.35, 2.17], [-0.30, 0.50, 1.87], [0.09, 1.76, 1.51], [1.41, 1.52, 0.22], [1.00, 2.54, -1.20], [-0.39, 2.43, -1.85], [-1.30, 3.60, -1.51], [-1.18, 0.86, -1.49], [-3.80, -3.43, 2.13], [-4.35, -3.12, 0.47], [-4.39, -1.84, 1.66], [-1.93, -3.15, 0.37], [-2.42, -1.47, 0.22], [-2.93, -1.06, 3.18], [-1.25, -1.05, 3.71], [-2.28, 0.43, 1.24], [-2.02, 1.15, 2.85], [0.60, 2.30, 2.31], [-0.69, 2.37, 1.06], [1.00, 0.31, -0.20], [1.19, 3.55, -0.84], [1.79, 2.29, -1.91], [-0.22, 2.42, -2.92], [-0.92, 4.49, -2.02], [-1.33, 3.80, -0.44], [-2.31, 3.41, -1.86], [5.24, 1.14, 1.05], [5.96, 2.24, 0.30], [5.33, 2.99, -0.42], [7.45, 2.35, 0.47], [4.19, 1.25, 0.78], [5.62, 0.16, 0.77], [5.37, 1.26, 2.13], [7.93, 1.41, 0.17], [7.69, 2.50, 1.52], [7.84, 3.17, -0.12], [-4.45, -7.78, 3.78], [-3.82, -6.41, 3.84], [-4.40, -5.43, 3.42], [-2.44, -6.33, 4.44], [-5.44, -7.72, 3.33], [-3.82, -8.46, 3.20], [-4.53, -8.20, 4.78], [-1.75, -6.96, 3.88], [-2.46, -6.70, 5.46], [-2.09, -5.30, 4.42], [0.72, 4.50, -6.86], [0.76, 3.47, -5.76], [0.11, 3.61, -4.74], [1.62, 2.26, -6.00], [0.06, 5.32, -6.58], [1.72, 4.87, -7.05], [0.37, 4.04, -7.79], [2.66, 2.57, -6.16], [1.30, 1.74, -6.90], [1.57, 1.58, -5.15]],
  "mulliken_charge": [-1.28, 0.27, -0.43, -0.75, -0.36, -0.25, -0.36, -0.03, -0.82, 0.70, -1.46, -0.11, 0.36, 0.44, 0.29, 0.36, -0.16, 0.39, 0.33, 0.32, 0.43, 0.46, 0.28, 0.24, 0.56, 0.32, 0.09, 0.39, 0.33, 0.41, -0.45, 0.83, -0.55, -1.16, -0.22, 0.35, 0.34, 0.32, 0.32, 0.31, -1.15, 0.83, -0.54, -1.01, 0.30, 0.34, 0.34, 0.32, 0.34, 0.22, -1.18, 0.86, -0.54, -1.08, 0.30, 0.34, 0.34, 0.34, 0.35, 0.21]
}

6.
{
  "formula": "C24H28N3P2Pd",
  "method": "ωB97M-V/def2-TZVPD",
  "energy_ev": -51873.0103,
  "e_homo_ev": -2.44,
  "orbital_gap_ev": 5.513,
  "de_lowest_kj_mol": 1.4,
  "total_charge": -1,
  "lumo_energy_ha": 0.113,
  "species": ["Pd", "C", "C", "N", "C", "C", "C", "C", "C", "C", "C", "N", "C", "C", "C", "C", "C", "C", "C", "C", "N", "C", "H", "H", "H", "H", "H", "H", "H", "H", "H", "H", "H", "H", "C", "P", "C", "C", "C", "P", "C", "C", "H", "H", "H", "H", "H", "H", "H", "H", "H", "H", "H", "H", "H", "H", "H", "H"],
  "coordinates": [[-0.65, -0.47, 0.70], [4.46, 0.08, -0.41], [3.20, -0.33, -0.88], [2.11, 0.37, -0.73], [2.18, 1.57, -0.10], [3.40, 2.09, 0.38], [4.56, 1.30, 0.20], [3.44, 3.35, 1.03], [2.27, 4.04, 1.19], [1.04, 3.54, 0.73], [0.94, 2.30, 0.09], [-0.23, 1.70, -0.24], [-1.31, 2.41, -0.60], [-1.29, 3.65, -1.26], [-2.46, 4.29, -1.68], [-3.70, 3.75, -1.46], [-3.80, 2.51, -0.80], [-5.04, 1.89, -0.52], [-5.07, 0.70, 0.15], [-3.86, 0.11, 0.53], [-2.69, 0.64, 0.29], [-2.63, 1.83, -0.37], [5.33, -0.55, -0.55], [3.09, -1.29, -1.38], [5.51, 1.67, 0.57], [4.39, 3.74, 1.39], [2.28, 5.00, 1.69], [0.14, 4.11, 0.91], [-0.33, 4.11, -1.47], [-2.37, 5.24, -2.20], [-4.61, 4.26, -1.79], [-5.95, 2.38, -0.84], [-6.01, 0.21, 0.37], [-3.85, -0.84, 1.06], [-0.24, -0.09, 4.46], [0.34, -0.53, 2.76], [2.08, 0.07, 2.93], [0.62, -2.34, 3.04], [0.95, -3.05, 1.72], [-0.26, -2.61, 0.39], [-1.60, -3.81, 0.82], [0.51, -3.61, -0.96], [0.41, -0.50, 5.25], [-1.25, -0.47, 4.60], [-0.27, 0.99, 4.55], [2.54, -0.27, 3.87], [2.10, 1.16, 2.89], [2.67, -0.30, 2.09], [-0.32, -2.74, 3.44], [1.40, -2.50, 3.79], [1.00, -4.14, 1.86], [1.93, -2.72, 1.36], [-1.22, -4.83, 0.95], [-2.35, -3.81, 0.03], [-2.08, -3.49, 1.75], [0.75, -4.64, -0.65], [1.43, -3.11, -1.28], [-0.17, -3.64, -1.82]],
  "mulliken_charge": [-0.98, -0.57, -0.38, -0.30, -0.23, 1.74, -0.85, -1.10, -0.76, -0.28, 0.47, -0.33, 0.22, -0.35, -0.72, -0.98, 1.30, -0.67, -0.89, -0.22, 0.02, -0.42, 0.39, 0.34, 0.36, 0.33, 0.35, 0.53, 0.49, 0.35, 0.33, 0.36, 0.37, 0.42, -1.48, 1.50, -1.23, -1.36, -1.17, 1.35, -1.41, -1.19, 0.38, 0.34, 0.40, 0.53, 0.21, 0.12, 0.38, 0.48, 0.53, 0.34, 0.38, 0.36, 0.34, 0.35, 0.16, 0.39]
}